The following is a DFT calculation (wB97M-V/def2-TZVPD) of a molecular structure, C5H15B2N3S2 in a non-equilibrium geometry.

```
27
Properties=species:S:1:pos:R:3:lowdin_charge:R:1
S 2.268 1.178 -1.470 0.809
S -1.547 -0.844 2.544 0.866
B 0.999 0.134 -0.476 -0.710
B -0.453 -0.539 1.043 -0.725
N 0.651 0.443 0.939 0.058
N 0.258 -0.859 -1.169 -0.065
N -0.809 -1.080 -0.259 -0.038
C 1.452 2.686 -1.857 -0.496
C -2.317 0.677 2.193 -0.462
C 1.750 0.685 1.926 -0.056
C 0.925 -1.856 -1.983 -0.053
C -2.009 -1.919 -0.386 -0.048
H 1.969 3.168 -2.717 0.031
H 1.432 3.580 -1.206 0.045
H 0.476 2.293 -2.291 0.053
H -2.828 0.613 1.288 0.015
H -1.619 1.449 1.999 0.027
H -2.936 0.989 3.025 0.045
H 1.943 1.697 2.058 0.050
H 1.474 0.295 2.964 0.107
H 2.668 0.201 1.571 0.082
H 1.144 -2.750 -1.401 0.083
H 0.096 -2.187 -2.718 0.110
H 1.855 -1.473 -2.445 0.079
H -1.770 -2.987 -0.164 0.102
H -2.682 -1.610 0.348 0.026
H -2.386 -1.983 -1.354 0.064
```

E_LUMO: 0.5 eV
Energy relative to the best compared isomer or geometry (same formula, charge and spin): 45.5 kJ/mol
Electronic energy: -1209.9077 Ha
Frontier orbital gap: 0.317 hartree
Net charge: 0
Multiplicity: 1

---

The following is a DFT calculation (wB97M-V/def2-TZVPD) of 2 unconnected molecules or ions with the total composition C32H39BNO in a non-equilibrium geometry.

```
74
Properties=species:S:1:pos:R:3:lowdin_charge:R:1
C 6.932 1.020 8.618 -0.024
C 5.639 0.486 8.089 -0.223
C 5.640 -0.411 7.009 -0.008
C 4.465 -0.983 6.552 0.031
C 3.202 -0.668 7.151 -0.171
C 2.032 -1.366 6.752 0.143
C 0.726 -1.068 7.267 -0.188
C 0.478 -0.793 8.646 -0.005
C -0.803 -0.586 9.133 0.030
C -1.894 -0.750 8.271 -0.205
O -3.191 -0.746 8.783 0.008
C -3.863 0.481 8.826 -0.250
C -4.997 0.611 8.016 -0.006
C -5.603 1.862 7.914 -0.070
C -5.144 2.924 8.703 -0.081
C -4.051 2.755 9.562 -0.069
C -3.390 1.524 9.626 -0.010
C -1.699 -0.977 6.901 0.039
C -0.411 -1.107 6.409 0.008
C 3.217 0.385 8.134 0.023
C 4.410 0.883 8.633 -0.002
H 6.765 1.684 9.472 0.087
H 7.607 0.214 8.935 0.103
H 7.470 1.584 7.845 0.104
H 6.602 -0.656 6.552 0.133
H 4.491 -1.700 5.728 0.132
H 2.116 -2.103 5.948 0.118
H 1.311 -0.810 9.351 0.123
H -0.974 -0.315 10.173 0.129
H -5.346 -0.253 7.454 0.122
H -6.446 1.992 7.233 0.112
H -5.642 3.894 8.651 0.108
H -3.696 3.571 10.194 0.110
H -2.520 1.357 10.262 0.108
H -2.575 -1.053 6.254 0.138
H -0.265 -1.287 5.343 0.124
H 2.278 0.764 8.541 0.112
H 4.412 1.590 9.467 0.129
C -0.328 -4.674 5.425 -0.070
C -0.037 -6.024 4.794 -0.336
C -0.198 -7.137 5.828 -0.034
N 1.349 -6.139 4.109 -0.099
C 1.470 -7.587 3.737 -0.260
C 0.461 -8.089 2.916 -0.059
C 0.506 -9.426 2.521 -0.055
C 1.555 -10.247 2.948 -0.074
C 2.557 -9.726 3.766 -0.050
C 2.521 -8.379 4.166 -0.007
C 1.327 -5.389 2.753 -0.339
C 2.422 -5.925 1.829 -0.036
C 1.451 -3.884 2.870 -0.062
B 2.520 -5.557 5.081 -0.343
H 2.279 -4.343 5.420 0.020
H -1.243 -4.783 6.023 0.090
H 0.475 -4.333 6.089 0.059
H -0.544 -3.909 4.676 0.056
H -0.757 -6.181 3.981 0.128
H -1.133 -6.969 6.378 0.089
H -0.291 -8.130 5.367 0.086
H 0.634 -7.152 6.546 0.089
H -0.352 -7.431 2.584 0.120
H -0.292 -9.797 1.880 0.111
H 1.582 -11.293 2.636 0.109
H 3.381 -10.353 4.104 0.110
H 3.316 -7.981 4.801 0.107
H 0.345 -5.630 2.325 0.131
H 2.450 -5.298 0.929 0.089
H 3.412 -5.895 2.308 0.089
H 2.224 -6.947 1.481 0.085
H 1.547 -3.494 1.848 0.091
H 0.558 -3.427 3.295 0.055
H 2.337 -3.583 3.443 0.068
H 2.573 -6.238 6.094 0.039
H 3.586 -5.602 4.487 0.041
```

E_LUMO: -5.4 eV
Electronic energy: -1397.3065 Ha
Frontier orbital gap: 0.212 hartree
Net charge: +1
Multiplicity: 1

---

The following is a DFT calculation (wB97M-V/def2-TZVPD) of a gas-phase ion, C7H16N2O4PS (charge -1) in a non-equilibrium geometry.

```
31
Properties=species:S:1:pos:R:3:lowdin_charge:R:1
C -0.431 1.170 2.598 -0.141
C -1.405 1.846 1.486 -0.381
C -0.597 3.203 0.929 -0.149
C -1.892 0.947 0.239 -0.191
C -1.602 -0.653 0.272 -0.214
N -0.697 -0.984 -0.891 -0.127
C 0.764 -1.045 -0.546 -0.681
S 1.554 0.667 -0.233 0.725
C 1.180 -2.159 0.592 -0.474
O 2.217 -1.879 1.423 -0.175
O 0.494 -3.459 0.744 -0.251
P 1.641 -1.660 -2.163 0.701
N 3.264 -1.725 -2.016 -0.240
O 1.142 -0.529 -3.432 -0.268
O 0.990 -3.281 -2.476 -0.259
H -1.125 0.837 3.510 0.084
H 0.395 1.928 3.005 0.088
H 0.147 0.209 2.267 0.051
H -2.365 2.262 2.046 0.121
H -0.997 4.165 1.486 0.072
H 0.564 3.108 1.165 0.056
H -0.676 3.336 -0.232 0.059
H -1.423 1.362 -0.775 0.097
H -3.066 1.114 0.111 0.110
H -1.292 -1.112 1.301 0.123
H -2.644 -1.178 0.010 0.128
H -1.029 -1.819 -1.437 0.110
H 0.967 1.628 -1.098 -0.094
H 3.500 -1.401 -1.032 -0.022
H 0.615 -1.100 -4.082 0.068
H 1.804 -3.796 -2.772 0.074
```

E_LUMO: 2.8 eV
Energy relative to the best compared isomer or geometry (same formula, charge and spin): 527.8 kJ/mol
Electronic energy: -1426.2443 Ha
Frontier orbital gap: 0.278 hartree
Net charge: -1
Multiplicity: 1

---

The following is a DFT calculation (wB97M-V/def2-TZVPD) of a single C4H4N2 molecule in a non-equilibrium geometry.

```
10
Properties=species:S:1:pos:R:3:lowdin_charge:R:1
N -1.242 -0.833 -0.434 0.045
C -0.466 0.109 0.366 -0.412
C 0.999 -0.059 0.256 -0.097
C 2.177 -0.244 0.100 0.130
C -0.831 1.498 0.004 -0.177
N -1.099 2.589 -0.266 0.158
H -0.849 -0.881 -1.370 0.087
H -1.148 -1.758 -0.027 0.083
H -0.766 -0.024 1.412 0.149
H 3.225 -0.398 -0.041 0.033
```

E_LUMO: 0.6 eV
Energy relative to the best compared isomer or geometry (same formula, charge and spin): 223.1 kJ/mol
Electronic energy: -264.2415 Ha
Frontier orbital gap: 0.408 hartree
Net charge: 0
Multiplicity: 1